No. 1
{
  "formula": "C45H112N8O",
  "method": "wB97M-V/def2-TZVPD",
  "smiles": "CCN(CC)CC.CCN(CC)CC.CCN(CC)CC.CCN(CC)CC.CCN(CC)CC.CCN(CC)CC.CCN(CC)CC.CNC(C)=O",
  "e_above_lowest_kcal_mol": 67.4,
  "gap_ev": 8.3,
  "homo_energy_ev": -7.832,
  "symbols": ["O", "N", "N", "N", "N", "N", "N", "N", "N", "C", "C", "C", "C", "C", "C", "C", "C", "C", "C", "C", "C", "C", "C", "C", "C", "C", "C", "C", "C", "C", "C", "C", "C", "C", "C", "C", "C", "C", "C", "C", "C", "C", "C", "C", "C", "C", "C", "C", "C", "C", "C", "C", "C", "C", "H", "H", "H", "H", "H", "H", "H", "H", "H", "H", "H", "H", "H", "H", "H", "H", "H", "H", "H", "H", "H", "H", "H", "H", "H", "H", "H", "H", "H", "H", "H", "H", "H", "H", "H", "H", "H", "H", "H", "H", "H", "H", "H", "H", "H", "H", "H", "H", "H", "H", "H", "H", "H", "H", "H", "H", "H", "H", "H", "H", "H", "H", "H", "H", "H", "H", "H", "H", "H", "H", "H", "H", "H", "H", "H", "H", "H", "H", "H", "H", "H", "H", "H", "H", "H", "H", "H", "H", "H", "H", "H", "H", "H", "H", "H", "H", "H", "H", "H", "H", "H", "H", "H", "H", "H", "H", "H", "H", "H", "H", "H", "H"],
  "coordinates": [[2.886, 1.476, 5.659], [-3.422, 0.354, -3.811], [5.277, 1.203, -5.219], [-6.468, 1.119, 1.775], [4.333, 3.801, 1.180], [-2.099, -1.201, 6.868], [0.688, -1.577, 0.818], [-0.404, -5.428, -3.935], [3.054, 2.944, 3.953], [-7.692, 1.799, 1.446], [-7.645, 3.295, 1.155], [-1.362, 1.615, -4.462], [3.415, -0.223, -4.180], [7.103, 0.349, -6.785], [-3.149, -1.328, -5.592], [2.734, -0.713, -0.417], [-0.017, -2.390, 6.192], [3.567, 3.255, 0.056], [1.638, 3.011, 3.584], [-4.741, 1.430, -2.030], [-5.119, -0.936, 1.432], [-5.872, 1.468, 3.062], [5.660, 1.702, 1.423], [-2.918, -0.971, -4.147], [-3.482, 0.638, -2.384], [0.140, -6.709, -3.551], [1.243, -0.918, 3.160], [3.842, 1.020, -4.960], [3.546, 2.270, 4.997], [-3.529, -1.109, 6.637], [-1.421, 0.066, 7.045], [-6.495, -0.291, 1.387], [-2.001, -4.733, -2.130], [1.240, -6.615, -2.504], [-1.507, -2.167, 5.939], [6.127, 1.165, -4.030], [5.674, 3.238, 1.280], [-0.295, -1.401, -0.232], [5.689, 0.219, -6.196], [-0.920, -6.115, -6.283], [-1.374, -5.427, -5.007], [-6.688, 1.109, 4.281], [4.943, 5.979, 0.047], [-4.324, -0.422, 7.742], [-0.734, -4.435, -2.932], [-2.876, 1.464, -4.605], [0.564, -0.551, 1.836], [-1.481, 0.999, 5.820], [2.032, -1.826, 0.384], [5.955, 2.444, -3.212], [2.131, 3.711, -0.152], [4.303, 5.264, 1.247], [-1.739, -1.724, 0.141], [5.032, 2.412, 5.218], [2.587, -0.641, -4.763], [-1.639, -1.726, 4.933], [5.362, 1.207, 0.505], [0.477, -7.243, -4.436], [0.110, -4.437, -2.234], [-2.024, -3.121, 5.821], [-1.252, 0.478, 4.878], [-5.544, 1.107, -2.693], [-2.989, -2.388, -5.810], [4.562, 5.683, -0.936], [-0.845, 0.669, -4.602], [-2.957, -4.767, -2.656], [-3.758, -0.667, 5.649], [-2.205, -0.844, 0.573], [-7.167, -0.838, 2.066], [2.664, -2.116, 1.230], [-0.774, 1.828, 5.842], [-6.753, 0.029, 4.418], [-3.406, -1.716, -3.514], [0.092, -2.819, 7.187], [6.263, 3.380, 0.360], [0.025, -1.889, -1.155], [7.175, 1.364, -7.197], [6.466, 2.505, -2.250], [-2.000, -5.773, -1.772], [-7.724, 1.433, 4.157], [-0.910, -7.188, -6.056], [-4.587, 2.504, -2.167], [-2.221, -1.927, -0.817], [-0.874, 2.351, -5.107], [-3.575, -0.324, -1.870], [-2.018, -4.153, -1.207], [-1.210, 2.086, -3.485], [4.906, 2.652, -2.964], [6.727, 1.459, 1.510], [2.077, 4.777, -0.394], [6.028, 5.965, -0.007], [5.650, -0.819, -5.820], [-4.873, 1.027, 3.078], [0.912, -6.233, -1.542], [4.912, 5.551, 2.108], [-5.623, 2.534, 3.015], [-8.449, 3.702, 0.549], [-4.350, -0.458, 0.829], [2.016, -0.273, -1.111], [-6.272, 1.665, 5.122], [1.172, 3.222, 4.549], [-1.748, -2.617, 0.765], [5.481, 3.151, 4.544], [-8.174, 1.358, 0.564], [-3.402, 2.366, -4.298], [-6.681, 3.480, 0.667], [1.606, -7.631, -2.319], [-1.847, -1.081, -3.914], [-4.443, -1.121, 8.572], [3.488, -1.187, -1.048], [0.990, -1.905, 3.539], [4.207, -0.967, -4.155], [3.350, 1.086, -5.932], [-2.494, -0.795, -6.283], [3.448, 1.938, -4.508], [-2.556, 1.071, -1.988], [4.594, 7.019, 0.065], [-6.874, -0.339, 0.365], [-1.651, -6.083, -7.089], [-0.727, -3.416, -3.326], [2.957, -0.035, -3.212], [3.203, -0.001, 0.258], [2.308, -0.910, 2.897], [7.180, 1.155, -4.305], [7.920, 0.396, -6.058], [6.175, 3.367, -3.756], [-8.520, 1.503, 2.120], [5.320, 2.833, 6.185], [-3.941, -2.111, 6.490], [0.077, -5.764, -6.546], [-3.164, 1.240, -5.635], [5.216, 1.376, 2.362], [1.226, -0.197, 3.978], [-5.116, 1.318, -1.010], [-5.110, -1.994, 1.167], [-7.558, 3.938, 2.037], [7.319, -0.415, -7.524], [-3.951, 0.519, 8.140], [5.066, 0.252, -7.091], [-0.359, -0.068, 7.237], [-1.852, -4.473, -5.263], [-0.657, -7.321, -3.089], [2.126, -6.136, -2.927], [1.460, 3.559, 0.692], [1.515, 3.828, 2.880], [5.582, 1.478, 5.117], [-2.475, 1.365, 5.540], [-5.318, -0.185, 7.354], [0.410, -3.048, 5.437], [1.258, 2.085, 3.153], [-1.902, 0.528, 7.902], [4.085, 3.448, -0.893], [1.755, 3.221, -1.051], [-2.314, -5.934, -4.702], [6.237, 3.658, 2.113], [-4.835, -0.883, 2.486], [-0.305, -0.319, -0.474], [3.630, 3.324, 3.209], [0.467, -1.420, 6.106], [3.269, 5.555, 1.422], [-0.492, -0.359, 2.034], [-4.196, -1.196, -5.879], [5.884, 0.279, -3.432], [1.001, 0.398, 1.482], [2.084, -2.778, -0.158], [3.546, 2.173, 0.161]]
}



No. 2
{
  "formula": "CH8NO3",
  "method": "wB97M-V/def2-TZVPD",
  "total_charge": -1,
  "e_above_lowest_kcal_mol": 25.0,
  "gap_ev": 7.6,
  "homo_energy_ev": -3.282,
  "symbols": ["O", "O", "O", "N", "C", "H", "H", "H", "H", "H", "H", "H", "H"],
  "coordinates": [[0.455, -0.345, -0.488], [-1.618, 0.365, -2.176], [-2.054, -0.771, 1.593], [1.915, 0.716, 1.191], [1.736, -0.061, -0.126], [2.196, 0.473, -1.000], [-0.837, 0.367, -1.588], [-1.276, -0.222, 1.599], [1.681, 0.052, 2.010], [-1.752, 1.328, -2.238], [2.450, -0.813, 0.033], [1.309, 1.437, 1.431], [-1.865, -1.259, 0.739]]
}



No. 3
{
  "formula": "C5H26N2O6",
  "method": "wB97M-V/def2-TZVPD",
  "smiles": "CCC[C@@H](N)CN.O.O.O.O.O.O",
  "e_above_lowest_kcal_mol": 22.7,
  "gap_ev": 9.3,
  "homo_energy_ev": -8.944,
  "symbols": ["O", "O", "O", "O", "O", "O", "N", "N", "C", "C", "C", "C", "C", "H", "H", "H", "H", "H", "H", "H", "H", "H", "H", "H", "H", "H", "H", "H", "H", "H", "H", "H", "H", "H", "H", "H", "H", "H", "H"],
  "coordinates": [[-2.779, 0.235, -1.828], [-2.335, 1.598, 1.041], [-0.536, -1.204, -2.436], [-2.119, -2.379, -0.409], [2.822, -0.134, -2.398], [-2.864, -0.944, 1.822], [0.326, -2.088, 1.145], [2.955, -0.288, 0.772], [1.242, 1.473, 1.314], [1.698, 2.489, 0.238], [0.929, -0.947, 1.897], [1.510, 0.027, 0.849], [0.684, 2.545, -0.908], [0.794, -2.218, 0.256], [0.156, 1.541, 1.432], [1.805, 3.459, 0.710], [-3.234, 1.266, 0.989], [1.872, -0.323, -2.333], [-1.952, -0.851, 2.125], [1.676, 1.752, 2.272], [-1.398, -0.735, -2.380], [-2.194, 0.988, -1.817], [-1.485, -1.873, -0.956], [-0.223, -1.359, -3.338], [1.704, -1.317, 2.572], [2.712, 2.362, -0.160], [1.128, -0.003, -0.173], [2.739, 0.797, -2.652], [-2.367, 2.476, 1.442], [-2.666, -1.437, 0.984], [0.385, -2.921, 1.718], [3.338, -0.106, -0.157], [3.592, 0.189, 1.402], [0.672, 1.610, -1.455], [0.967, 3.283, -1.660], [-0.348, 2.751, -0.535], [0.100, -0.403, 2.408], [-3.028, -0.071, -0.943], [-1.610, -2.879, 0.234]]
}



No. 4
{
  "formula": "C21H26B2N3O19Pb",
  "method": "wB97M-V/def2-TZVPD",
  "total_charge": -3,
  "gap_ev": 4.0,
  "homo_energy_ev": 1.634,
  "symbols": ["Pb", "O", "O", "O", "O", "O", "O", "O", "O", "O", "O", "O", "O", "O", "O", "O", "O", "O", "O", "O", "N", "N", "N", "C", "C", "C", "C", "C", "C", "C", "C", "C", "C", "C", "C", "C", "C", "C", "C", "C", "C", "C", "C", "C", "B", "B", "H", "H", "H", "H", "H", "H", "H", "H", "H", "H", "H", "H", "H", "H", "H", "H", "H", "H", "H", "H", "H", "H", "H", "H", "H", "H"],
  "coordinates": [[1.450, 1.765, 0.028], [3.935, 2.178, 0.873], [3.210, -1.253, -4.625], [-6.744, -0.853, 3.471], [-2.378, -0.845, 4.174], [4.202, -5.034, -2.528], [-0.719, 1.070, 1.819], [3.013, 1.440, -2.467], [1.380, 3.418, 1.921], [3.336, 0.909, -5.269], [1.257, -4.605, -2.117], [1.803, -2.685, -3.175], [3.094, -0.829, -2.317], [-0.199, -1.095, 3.773], [4.137, -2.884, -3.103], [-2.784, 0.964, 2.729], [-4.047, 0.750, 4.899], [-4.573, -0.586, 3.044], [-6.048, 0.876, 5.862], [1.952, 3.867, -1.060], [-0.072, 0.278, -1.736], [1.642, -0.720, 1.011], [-0.885, 3.324, -0.152], [-3.826, 3.458, -2.531], [-3.149, -1.470, -1.535], [-1.962, 3.718, -0.132], [-3.333, 4.226, -0.152], [3.149, 0.359, -2.935], [3.250, 0.055, -4.435], [3.586, -4.032, -2.735], [-5.669, -0.386, 3.757], [4.742, -2.742, 0.536], [4.341, -2.609, 1.992], [-1.712, -1.723, -2.030], [2.034, -3.844, -2.594], [-3.229, -1.176, -0.039], [2.829, -2.726, 2.180], [2.149, -1.608, 1.523], [-1.244, -0.547, 3.568], [-3.793, 4.631, -1.546], [-5.339, 0.582, 4.927], [-1.508, 0.606, 2.581], [-0.816, -0.578, -1.913], [4.658, 0.994, 0.805], [-3.440, 0.066, 3.713], [3.065, -1.902, -3.325], [4.202, 0.217, 0.159], [-2.406, -0.537, 0.284], [-3.526, -0.572, -2.039], [-1.707, -2.206, -3.008], [-4.130, -0.623, 0.231], [0.946, 2.780, 2.504], [-4.402, 3.671, -3.433], [-3.193, 5.471, -1.906], [2.488, -2.697, 3.216], [-2.790, 3.177, -2.711], [-1.177, -2.473, -1.432], [-3.918, -2.178, -1.851], [5.654, 1.284, 0.409], [1.702, 4.149, -1.944], [-4.769, 5.121, -1.445], [5.813, -2.555, 0.435], [4.525, -3.684, 0.030], [-3.254, -2.086, 0.562], [4.761, 0.555, 1.826], [4.662, -1.671, 2.446], [-4.380, 2.622, -2.093], [-3.440, 4.964, 0.647], [-4.003, 3.441, 0.219], [4.887, -3.398, 2.524], [2.448, -3.624, 1.685], [4.264, -1.952, -0.051]]
}